No. 1
Below is a 2-piece molecular cluster, C34H35N4O2 overall, with properties calculated with ωB97M-V/def2-TZVPD.

```
! RIJCOSX wB97M-V def2-TZVPD def2/J DEFGRID3
* xyz 1 1
C 4.124 -0.546 8.073
O 3.217 0.488 7.605
C 2.715 0.363 6.349
C 1.867 1.411 5.900
C 1.349 1.371 4.624
C 1.662 0.307 3.723
C 1.140 0.289 2.391
C 1.463 -0.670 1.432
C 0.704 -0.935 0.279
C 0.674 -2.288 -0.232
C -0.505 -2.987 -0.660
C -0.411 -4.199 -1.315
C 0.842 -4.855 -1.450
O 0.842 -6.078 -2.042
C 2.071 -6.843 -2.126
C 2.003 -4.241 -0.922
C 1.899 -3.003 -0.315
C 2.472 -0.752 4.212
C 2.997 -0.739 5.495
H 4.460 -0.174 9.042
H 3.593 -1.506 8.189
H 4.981 -0.672 7.390
H 1.667 2.228 6.594
H 0.710 2.181 4.277
H 0.415 1.068 2.140
H 2.366 -1.278 1.590
H 0.012 -0.186 -0.113
H -1.495 -2.564 -0.451
H -1.282 -4.695 -1.745
H 1.762 -7.772 -2.612
H 2.824 -6.323 -2.739
H 2.490 -7.063 -1.131
H 2.979 -4.725 -0.994
H 2.797 -2.524 0.079
H 2.688 -1.599 3.561
H 3.636 -1.559 5.838
N 0.780 3.095 0.444
N -0.124 2.485 0.085
N -1.089 1.719 -0.153
C -1.612 1.826 -1.527
C -3.015 1.236 -1.517
C -3.975 1.653 -2.446
C -5.255 1.088 -2.421
C -5.559 0.098 -1.481
C -4.580 -0.351 -0.585
C -3.306 0.232 -0.598
C -1.634 3.336 -1.869
C -2.006 4.227 -0.852
C -1.974 5.611 -1.072
C -1.613 6.119 -2.326
C -1.305 5.232 -3.359
C -1.351 3.845 -3.145
C -0.706 1.056 -2.510
C -0.900 -0.441 -2.882
C 0.493 -0.823 -3.434
C 1.468 0.262 -2.933
N 0.660 1.089 -2.067
H -3.712 2.416 -3.183
H -6.000 1.435 -3.138
H -6.556 -0.342 -1.468
H -4.795 -1.149 0.130
H -2.537 -0.085 0.114
H -2.361 3.846 0.116
H -2.223 6.278 -0.245
H -1.587 7.194 -2.508
H -1.033 5.587 -4.356
H -1.164 3.186 -4.000
H -0.804 1.563 -3.490
H -1.103 -1.019 -1.970
H -1.728 -0.632 -3.588
H 0.794 -1.816 -3.084
H 0.489 -0.803 -4.535
H 2.350 -0.122 -2.401
H 1.831 0.901 -3.765
H 1.017 2.039 -1.914
*
```

Summary:
**Energy above the lowest of the compared OMol25 structures with the same formula, charge and spin**: 134.3 kcal per mole

No. 2
Below is C9H6F10I2NO2PtSTe as an isolated structure, with properties calculated with ωB97M-V/def2-TZVPD.

```
! RIJCOSX wB97M-V def2-TZVPD def2/J DEFGRID3
* xyz -1 1
Pt 0.260 0.500 -1.150
N 3.892 -1.286 -1.557
C 2.626 -0.943 -1.325
O 2.202 0.152 -1.752
C 1.692 -1.825 -0.567
C 0.746 -0.903 0.213
H 4.482 -0.646 -2.062
H 4.255 -2.170 -1.252
H 2.213 -2.546 0.067
H 1.109 -2.367 -1.317
H 1.265 -0.442 1.055
H -0.125 -1.441 0.574
F 1.065 6.598 -3.459
C 1.046 5.585 -2.590
C -0.035 5.415 -1.746
F -1.054 6.272 -1.801
C -0.038 4.364 -0.845
F -1.079 4.251 -0.035
C 1.020 3.462 -0.769
S 0.933 2.083 0.334
C 2.100 3.676 -1.615
F 3.168 2.870 -1.584
C 2.121 4.718 -2.523
F 3.174 4.900 -3.331
F -4.096 1.307 -2.253
Te -2.263 1.101 -2.790
F -2.302 2.944 -2.400
F -2.428 1.782 -4.614
F -0.222 1.733 -2.860
F -0.255 -0.932 -2.499
O -1.659 0.857 -0.773
I -2.818 -1.161 -0.425
I -4.053 -3.594 0.406
*
```

Summary:
**Energy above the lowest of the compared OMol25 structures with the same formula, charge and spin**: 0.0 kcal per mole

No. 3
Below is C9H36O9 as an isolated structure, with properties calculated with ωB97M-V/def2-TZVPD.

```
! RIJCOSX wB97M-V def2-TZVPD def2/J DEFGRID3
* xyz 0 1
C 2.384 2.404 1.628
O 2.042 1.074 1.985
H 3.077 2.760 2.391
H 2.899 2.454 0.669
H 1.528 3.076 1.695
H 1.752 0.615 1.193
C -0.469 3.043 1.164
O -1.455 3.139 2.126
H 0.321 3.788 1.259
H -0.032 2.045 1.211
H -0.891 3.069 0.159
H -1.880 4.000 2.146
C -0.480 0.331 2.674
O -1.334 1.324 3.286
H -0.231 -0.438 3.405
H -0.895 -0.135 1.781
H 0.514 0.689 2.409
H -1.425 2.064 2.681
C 1.226 2.631 -2.170
O 1.904 1.562 -1.574
H 0.360 2.899 -1.565
H 1.774 3.566 -2.054
H 0.868 2.327 -3.154
H 2.502 1.204 -2.234
C -1.606 -2.161 0.428
O -2.422 -2.122 1.610
H -0.713 -2.786 0.454
H -2.128 -2.538 -0.452
H -1.390 -1.145 0.098
H -1.807 -2.240 2.337
C 0.323 0.058 -0.133
O 1.476 0.781 0.131
H 0.428 -0.668 -0.940
H 0.130 -0.526 0.767
H -0.505 0.731 -0.354
H 1.697 1.250 -0.677
C 1.561 -2.727 0.430
O 1.319 -2.886 1.831
H 2.367 -2.029 0.205
H 1.892 -3.666 -0.013
H 0.693 -2.250 -0.025
H 2.063 -2.665 2.396
C -2.398 -1.126 -2.090
O -1.062 -0.732 -1.903
H -2.966 -0.489 -1.411
H -2.746 -0.946 -3.107
H -2.549 -2.172 -1.823
H -1.021 0.200 -2.130
C -0.879 -2.995 -3.034
O -0.162 -2.555 -1.909
H -0.297 -3.725 -3.596
H -1.820 -3.505 -2.828
H -1.084 -2.179 -3.726
H -0.451 -1.677 -1.648
*
```

Summary:
**Energy above the lowest of the compared OMol25 structures with the same formula, charge and spin**: 415.1 kcal per mole

No. 4
Below is a 3-piece molecular cluster, C34H50NO12P overall, with properties calculated with ωB97M-V/def2-TZVPD.

```
! RIJCOSX wB97M-V def2-TZVPD def2/J DEFGRID3
* xyz 0 1
C -6.956 -8.649 -2.006
C -5.409 -8.192 -1.983
O -4.568 -8.953 -2.511
O -5.144 -6.930 -1.399
C -3.872 -6.913 -0.686
C -4.026 -5.852 0.513
C -2.735 -5.921 1.509
C -1.423 -5.246 0.856
C -1.524 -3.644 1.032
C -0.155 -3.076 1.684
C -0.174 -1.495 1.970
C -0.959 -0.613 0.876
C -1.159 0.891 1.475
C -2.263 1.277 2.495
N -3.163 0.237 2.995
C -2.453 2.753 3.023
P -3.887 3.013 4.227
O -5.321 3.505 3.429
O -3.466 4.067 5.515
C -1.487 3.898 2.516
C -1.664 5.406 2.995
C -2.607 6.230 1.945
O -1.697 6.680 0.879
C -1.205 7.984 1.155
O -0.250 8.269 1.905
C -0.375 3.496 1.493
C -0.217 2.013 0.977
C 0.934 1.714 -0.118
O 1.671 0.700 -0.100
C 1.095 2.873 -1.230
C 1.330 2.589 -2.739
O 1.406 1.268 -3.252
C 2.721 0.996 -3.849
C 3.944 1.516 -2.954
C 5.237 0.535 -3.113
O 4.434 2.839 -3.360
C 1.469 3.826 -3.700
C 1.403 5.285 -3.172
C 1.149 5.544 -1.662
C 0.981 4.350 -0.691
C 0.687 4.545 0.886
O 1.281 5.420 1.555
H -7.424 -8.675 -0.957
H -7.078 -9.681 -2.493
H -7.578 -7.921 -2.652
H -3.673 -7.970 -0.274
H -2.982 -6.650 -1.365
H -4.107 -4.779 0.118
H -4.960 -6.164 1.108
H -2.526 -7.041 1.682
H -3.028 -5.445 2.514
H -0.496 -5.588 1.459
H -1.300 -5.518 -0.248
H -1.672 -3.149 -0.001
H -2.406 -3.314 1.705
H 0.771 -3.298 1.052
H -0.039 -3.632 2.692
H -0.721 -1.340 2.974
H 0.903 -1.140 2.144
H -2.036 -0.985 0.671
H -0.452 -0.593 -0.159
H -4.140 0.557 2.904
H -3.085 -0.644 2.468
H -5.135 4.101 2.661
H -2.809 3.657 6.121
H -0.659 5.979 2.986
H -2.080 5.527 4.052
H -3.035 7.137 2.513
H -3.464 5.578 1.534
H -1.707 8.868 0.604
H 2.711 1.438 -4.916
H 2.762 -0.153 -3.970
H 3.664 1.495 -1.840
H 5.521 0.609 -4.230
H 5.025 -0.534 -2.776
H 6.090 1.039 -2.519
H 4.318 3.449 -2.590
H 1.658 3.709 -4.827
H 1.539 6.185 -3.869
H 1.084 6.627 -1.317
C 2.396 1.564 4.231
C 1.077 0.996 4.714
O 1.307 -0.159 5.515
H 2.945 0.819 3.649
H 2.236 2.449 3.610
H 3.033 1.839 5.078
H 0.454 0.702 3.867
H 0.527 1.732 5.310
H 1.851 0.111 6.266
C 8.113 -2.457 -6.026
C 6.598 -2.486 -6.029
O 6.081 -1.189 -5.753
H 8.489 -2.114 -5.059
H 8.523 -3.449 -6.231
H 8.489 -1.759 -6.780
H 6.227 -3.167 -5.260
H 6.215 -2.818 -6.999
H 6.406 -0.593 -6.442
*
```

Summary:
**SMILES**: CC(=O)OCCCCCCCCc1c(N)c(P(O)O)c(CCOC=O)c2c1C(=O)c1c(OC[C@@H](C)O)cccc1C2=O.CCO.CCO
**Energy above the lowest of the compared OMol25 structures with the same formula, charge and spin**: 283.3 kcal per mole

Number 1: HOMO-LUMO gap 0.2211 Ha, HOMO energy -10.82 eV, M 531.68 g mol⁻¹. Number 2: HOMO-LUMO gap 0.2776 Ha, HOMO energy -5.80 eV, M 958.68 g mol⁻¹. Number 3: HOMO-LUMO gap 0.2618 Ha, HOMO energy -7.52 eV, M 288.38 g mol⁻¹. Number 4: HOMO-LUMO gap 0.2617 Ha, HOMO energy -8.20 eV, M 695.74 g mol⁻¹.